1.
This record from the Open Molecules 2025 dataset describes C15H22O9PPdS2 as an isolated structure. The level of theory is ωB97M-V/def2-TZVPD.

Values from the calculation:
energy relative to the best compared isomer or geometry (same formula, charge and spin) = 209.68 kJ/mol
energy = -2527.5860 a.u.
total charge = -1
frontier orbital gap (alpha / beta) = 7.27 / 7.24 eV

Cartesian coordinates (Å):
Pd 0.51248 0.19851 -0.11823
O 1.85114 1.01222 -1.95750
S 1.10287 -0.03375 -2.68951
O 1.35168 -0.10251 -4.09666
O -0.31548 0.02821 -2.26322
C 1.79899 -1.55330 -1.96750
C 3.15160 -1.65433 -2.31649
C 3.96661 -2.63113 -1.79195
C 3.44598 -3.53305 -0.87718
C 2.11339 -3.46472 -0.52345
C 1.24651 -2.49545 -1.05350
S -0.51056 -2.73261 -0.56183
O -0.51354 -3.98837 0.15003
O -1.23144 -2.67196 -1.80098
O -0.79633 -1.59160 0.36434
H 3.55366 -0.93074 -3.01358
H 5.00812 -2.67993 -2.08819
H 4.07274 -4.30860 -0.45229
H 1.69082 -4.18636 0.16088
C 4.62223 -0.73729 1.75453
O 3.48371 -0.46232 0.92290
P 2.09640 -0.08795 1.54260
O 2.33849 1.15323 2.51014
C 2.58969 2.44778 1.92728
O 1.85037 -1.23210 2.59943
C 0.54794 -1.35897 3.22471
H 5.50346 -0.43175 1.19797
H 4.66298 -1.80552 1.95724
H 4.56601 -0.18500 2.69110
H 2.48566 3.17093 2.73200
H 1.86817 2.67870 1.14971
H 3.60535 2.48231 1.53062
H 0.53655 -2.33703 3.69486
H -0.23240 -1.30166 2.46870
H 0.43381 -0.57749 3.97574
C -0.87715 4.85453 2.37606
C -1.82008 3.74372 1.89587
C -2.60979 3.20389 3.09462
C -2.80042 4.31625 0.86391
C -1.03490 2.65330 1.28133
C -0.43703 1.73132 0.76485
H -1.45153 5.69810 2.77190
H -0.25396 5.21311 1.55455
H -0.21941 4.48450 3.16690
H -3.17515 4.01368 3.56748
H -1.93617 2.76764 3.83475
H -3.30786 2.42758 2.77737
H -3.40135 5.11222 1.31573
H -3.46874 3.53590 0.49714
H -2.26417 4.72605 0.00633

Cartesian forces (eV/Å) of the 6 atoms listed first:
0.61 0.21 1.31
0.33 -0.47 -0.71
-0.55 0.26 0.62
-0.07 0.01 -0.36
0.39 0.10 -0.08
0.06 -0.24 0.35

---

2.
This record from the Open Molecules 2025 dataset describes a 8-piece molecular cluster, C33H72F10N8O20S10 overall. The level of theory is ωB97M-V/def2-TZVPD.

Values from the calculation:
energy relative to the best compared isomer or geometry (same formula, charge and spin) = 0.00 kJ/mol
energy = -8223.5337 a.u.
total charge = -2
frontier orbital gap = 6.50 eV

Cartesian coordinates (Å):
C 1.19939 -4.05742 2.41355
C 1.56943 -3.54134 0.98443
C 2.84966 -4.26740 0.39780
C 2.98406 -4.21949 -1.15454
N 4.11645 -5.11490 -1.66793
C 4.08786 -5.07535 -3.27282
C 3.14598 -6.20599 -3.74749
C 3.03626 -7.21626 -2.59466
C 3.91573 -6.71245 -1.53393
C 5.48803 -4.66444 -1.12442
C 5.93687 -3.20690 -1.61137
C 7.26026 -2.89057 -0.98375
H 1.22014 -5.10585 2.71096
H 0.17858 -3.77118 2.66675
H 1.62791 -3.46873 3.22467
H 1.61147 -2.45952 0.85797
H 0.78019 -3.95989 0.35991
H 2.75218 -5.33953 0.56849
H 3.70473 -3.82242 0.90666
H 3.18358 -3.19105 -1.45558
H 2.02792 -4.54870 -1.56138
H 5.10776 -5.37981 -3.50777
H 3.66459 -4.10726 -3.54069
H 3.55633 -6.80189 -4.56272
H 2.18087 -5.90572 -4.15554
H 3.25854 -8.23253 -2.92007
H 2.00501 -7.30323 -2.25253
H 4.87739 -7.20978 -1.66039
H 3.67814 -7.05675 -0.52739
H 6.17045 -5.42177 -1.51022
H 5.39212 -4.78997 -0.04592
H 5.26717 -2.45049 -1.20218
H 6.01892 -3.10542 -2.69353
H 7.90131 -3.77127 -0.94465
H 7.07088 -2.48406 0.00973
H 7.74508 -2.11905 -1.58191
C 0.23255 -1.64527 -1.92899
C -0.25169 -0.16956 -1.58803
C 0.12231 0.36505 -0.10571
C -0.67892 -0.36556 1.00202
N -0.44636 0.24570 2.45437
C -0.39041 1.74830 2.55785
C 1.06042 2.14820 2.81778
C 1.63606 0.97884 3.62255
C 0.95022 -0.29462 2.92804
C -1.59887 -0.24667 3.40837
C -3.06568 0.27412 3.22966
C -4.00055 -0.45053 4.18892
H -0.18986 -2.20030 -1.09138
H 1.31335 -1.73445 -1.81939
H -0.08653 -2.08753 -2.87276
H -1.31731 -0.16985 -1.81730
H 0.05808 0.57223 -2.32417
H -0.23675 1.38799 -0.21876
H 1.18741 0.33582 0.12411
H -0.54785 -1.44618 0.94552
H -1.76190 -0.35063 0.87940
H -0.94843 2.01983 3.45394
H -0.81698 2.25491 1.69212
H 1.22397 3.06682 3.38124
H 1.56505 2.25200 1.85722
H 1.68956 1.05096 4.70885
H 2.67876 0.88706 3.31848
H 0.71819 -1.14362 3.57105
H 1.52561 -0.54705 2.03736
H -1.28347 0.14811 4.37417
H -1.71192 -1.33043 3.43630
H -3.51955 0.12477 2.24997
H -2.97290 1.32796 3.49214
H -3.79919 -1.51800 4.27876
H -5.00288 -0.35332 3.77181
H -4.10647 -0.02134 5.18524
C 0.28429 3.59369 -1.87712
C 0.58835 3.92638 -3.32453
C -0.18075 3.11720 -4.53200
C -1.69053 3.44533 -4.54562
N -2.52056 2.72993 -5.70776
C -2.20981 3.37259 -7.05732
C -2.86133 4.74358 -7.13930
C -4.07524 4.53958 -6.28334
C -3.92978 3.14009 -5.58728
C -2.31968 1.19314 -5.86821
C -2.62722 0.45797 -4.50872
C -2.62677 -1.10835 -4.72174
H 1.26783 3.56610 -1.40809
H -0.14154 2.59195 -1.82007
H -0.30631 4.38361 -1.41311
H 1.66066 3.73904 -3.38076
H 0.33449 4.96833 -3.51946
H 0.20026 2.09693 -4.57648
H 0.15976 3.63511 -5.42861
H -1.88984 4.50946 -4.67218
H -2.18026 3.12607 -3.62565
H -2.60730 2.70137 -7.81861
H -1.15686 3.60625 -7.21479
H -3.14138 4.79421 -8.19149
H -2.17297 5.50560 -6.77379
H -4.97602 4.45325 -6.89099
H -4.19377 5.28691 -5.49875
H -4.50865 2.40900 -6.15163
H -4.24689 3.11038 -4.54485
H -1.28556 1.07596 -6.19220
H -2.89294 0.72980 -6.67119
H -3.62823 0.69716 -4.14975
H -1.87726 0.80410 -3.79748
H -1.69553 -1.44542 -5.17703
H -3.23623 -1.45480 -5.55637
H -2.83948 -1.59260 -3.76866
N -4.69692 2.61202 -1.54024
S -3.79524 2.64542 -0.33597
O -4.49493 2.23785 0.87559
O -2.65079 3.54284 -0.36587
F -3.07050 1.22318 -0.69576
S -5.06457 4.20936 -1.47832
O -4.00207 5.07325 -2.02585
O -5.88601 4.68147 -0.35414
F -6.16542 4.22417 -2.64824
N 3.82138 1.43496 -0.30875
S 4.60122 0.43174 0.39796
O 6.07153 0.45256 0.25086
O 3.95489 -0.83463 0.65575
F 4.42887 1.19378 1.82968
S 3.96498 0.82335 -1.86626
O 3.52433 -0.54549 -2.16558
O 5.10025 1.31479 -2.65322
F 2.68030 1.55058 -2.59255
N -9.03589 1.53958 6.16647
S -10.01129 0.63376 5.61047
O -10.68622 -0.25836 6.53609
O -10.10287 0.33518 4.16547
F -11.18159 1.72839 5.65169
S -7.93737 0.24845 6.13733
O -7.52791 -0.37229 4.86511
O -7.92396 -0.64756 7.27696
F -6.60694 1.06978 6.44893
N -0.72175 -1.15613 6.36809
S 0.64609 -1.11509 6.99160
O 1.79902 -1.28421 6.03390
O 0.80729 -1.46749 8.40634
F 0.75229 0.48682 7.01392
S -0.81056 -2.86185 6.34565
O -1.58383 -3.52214 7.38771
O 0.37220 -3.48025 5.73797
F -1.81494 -2.94706 5.05274
N 3.74770 4.34279 6.57904
S 4.08256 4.02853 5.21617
O 5.36473 3.32368 5.05518
O 3.61978 4.89757 4.15317
F 3.09139 2.73641 5.27435
S 4.65113 5.79032 6.57627
O 4.29870 7.01289 5.84022
O 6.06706 5.71173 7.00605
F 4.04864 6.37105 8.03068

Cartesian forces (eV/Å) of the 6 atoms listed first:
-0.49 1.87 0.69
0.25 -2.72 -0.31
-0.48 0.52 -0.31
0.00 0.15 1.63
-0.63 -1.55 -2.00
-0.79 -0.81 1.57

---

3.
This record from the Open Molecules 2025 dataset describes C20H58GaN13O12P as an isolated structure. The level of theory is ωB97M-V/def2-TZVPD.

Values from the calculation:
energy = -4678.0664 a.u.
total charge = -1
frontier orbital gap = 6.31 eV

Cartesian coordinates (Å):
N -0.77255 -4.79348 -2.63875
P -0.29836 -5.41112 -1.25310
O 0.11065 -7.00799 -1.52105
O -1.58668 -5.42064 -0.22903
Ga 1.59657 -4.28740 -0.37000
O 2.24963 -5.21392 1.13649
C 1.21605 -2.34859 0.10315
C 2.06013 -1.40718 -0.72726
N 1.80747 0.01400 -0.44858
N 1.82474 -1.67571 -2.15235
N 3.47422 -1.59530 -0.41685
H -0.70140 -5.52254 -3.34144
H 0.91466 -6.96178 -2.05628
H -2.27469 -5.98113 -0.62070
H 2.71676 -4.37386 -1.50461
H 1.56458 -5.71852 1.58543
H 0.17272 -2.07527 0.00830
H 1.49087 -2.16159 1.13390
H 0.85553 0.22592 -0.71806
H 1.86408 0.10175 0.55935
H 1.07746 -1.10243 -2.51967
H 2.65812 -1.40109 -2.65446
H 3.79536 -2.44498 -0.86758
H 3.94480 -0.82448 -0.87975
O -0.77527 -0.25753 -2.24390
C -1.99394 -0.31458 -2.25457
N -2.62145 -1.48996 -2.51467
C -2.86798 0.87864 -1.97685
H -3.61787 -1.58358 -2.52133
H -2.04833 -2.30701 -2.67503
H -2.65242 1.64837 -2.70900
H -2.64597 1.25775 -0.98535
H -3.92091 0.63267 -2.02744
O 1.21059 0.93867 2.53373
C 2.10043 1.34013 3.26289
N 2.81394 0.48148 4.02370
C 2.47292 2.80178 3.36357
H 3.55042 0.76276 4.64071
H 2.59550 -0.49631 3.95832
H 1.60381 3.36647 3.69612
H 2.76952 3.15550 2.37820
H 3.29216 2.97303 4.06143
O -3.59762 3.74214 -3.01679
C -3.40671 4.27277 -4.09254
N -3.75952 5.56883 -4.32198
C -2.76450 3.54364 -5.24770
H -3.60983 6.03047 -5.19799
H -4.18382 6.07915 -3.56759
H -3.36984 2.67440 -5.49621
H -1.77376 3.20849 -4.94658
H -2.66901 4.17044 -6.13353
O 1.80824 0.01890 -6.93275
C 1.58230 -1.01291 -6.30647
N 1.83885 -1.12872 -4.99442
C 0.99214 -2.23447 -6.96819
H 1.65192 -1.97039 -4.46990
H 2.22374 -0.33582 -4.50917
H 1.65637 -2.55828 -7.76755
H 0.02570 -1.97219 -7.39440
H 0.85588 -3.05614 -6.26750
O -5.01857 1.42778 -0.17247
C -5.98863 2.15900 -0.13449
N -7.24427 1.66462 0.03980
C -5.87187 3.65481 -0.27733
H -8.06049 2.24294 0.07905
H -7.34492 0.67008 0.14517
H -5.40874 3.87656 -1.23811
H -5.23291 4.03431 0.51772
H -6.84012 4.15321 -0.21945
O 3.50320 -1.12118 6.23228
C 3.24099 -2.26150 6.55709
N 3.45799 -2.70335 7.83189
C 2.65691 -3.26508 5.59247
H 3.25116 -3.63868 8.12611
H 3.86140 -2.05831 8.49640
H 3.34039 -3.39488 4.75519
H 1.70947 -2.88503 5.21425
H 2.48429 -4.23550 6.05560
O 5.80183 3.32031 -8.06488
C 4.74353 2.72201 -8.16717
N 4.44294 1.64657 -7.40646
C 3.67732 3.13548 -9.15606
H 3.57209 1.14129 -7.47486
H 5.12736 1.34337 -6.73599
H 4.09337 3.09398 -10.16097
H 3.37432 4.15808 -8.93982
H 2.80065 2.49084 -9.10956
O -5.85893 1.15798 4.30741
C -4.65671 1.19566 4.11655
N -3.82116 1.79865 5.00907
C -3.99497 0.59739 2.90346
H -2.82863 1.84761 4.87921
H -4.22967 2.21007 5.82935
H -4.39393 1.06408 2.00605
H -4.20963 -0.46875 2.86948
H -2.91443 0.73483 2.91357
O 3.56214 0.39135 9.93985
C 2.36173 0.55261 9.81779
N 1.60563 -0.31822 9.10617
C 1.63146 1.71620 10.44615
H 0.61533 -0.22670 8.98912
H 2.08736 -1.09077 8.67584
H 2.05028 2.64355 10.06143
H 1.77574 1.68259 11.52404
H 0.56328 1.69886 10.23367

Cartesian forces (eV/Å) of the 6 atoms listed first:
0.03 -0.28 0.15
-0.15 0.97 -0.80
-0.35 0.17 0.39
0.51 -1.00 0.09
0.39 0.71 0.54
-0.22 -0.18 0.05